Entry 1:
Molecular formula: C3H10NOS
Method: DFT, ωB97M-V with the def2-TZVPD basis set

Relative energy (zero: lowest compared OMol25 entry of this formula, charge and spin) (kcal/mol): 68.40
Net charge: -1
E_tot (a.u.): -648.42255
LUMO level (eV): 3.467

Element x y z (Å)
C (-1.95205, -0.07602, 0.42255)
S (-1.79234, 1.73672, 0.40881)
C (-0.17168, 1.92978, -0.68153)
H (-1.71019, -0.63925, 1.36385)
H (-1.27456, -0.31830, -0.40926)
H (-2.86710, -0.54850, 0.03387)
H (0.49932, 2.25886, 0.08114)
H (0.17896, 0.94924, -1.04367)
H (-0.20405, 2.80482, -1.42495)
N (2.13186, -2.78488, -0.68049)
C (2.23663, -1.46743, 0.14640)
O (1.03119, -0.81693, 0.20873)
H (1.49222, -2.63886, -1.52365)
H (3.03106, -3.25729, -0.95609)
H (2.57698, -1.77327, 1.23010)
H (3.10492, -0.91323, -0.12330)

---

Entry 2:
Molecular formula: C26H64N2O7
Method: DFT, ωB97M-V with the def2-TZVPD basis set

Relative energy (zero: lowest compared OMol25 entry of this formula, charge and spin) (kcal/mol): 0.00
Structure (SMILES): CC1(C)CCCC(C)(C)N1O.CC1(C)CCCC(C)(C)N1O.CCO.CCO.CCO.CCO.O
E_tot (a.u.): -1665.10058
LUMO level (eV): 0.189

Element x y z (Å)
C (1.31686, -1.27464, 1.32036)
C (2.58577, -1.84533, 0.68354)
C (2.28132, -3.18859, 0.05047)
C (2.98282, -0.89300, -0.47363)
C (3.67555, 0.38581, -0.01392)
C (4.85225, 0.02936, 0.90085)
C (4.51815, -0.86862, 2.09625)
C (5.82898, -1.44459, 2.61171)
C (3.77270, -0.06680, 3.18500)
N (3.71144, -1.98758, 1.58432)
O (3.53172, -3.00053, 2.53964)
H (1.03893, -1.80892, 2.23964)
H (1.45775, -0.23604, 1.62607)
H (0.45219, -1.30637, 0.66119)
H (2.21253, -3.94457, 0.84584)
H (1.29273, -3.31862, -0.39306)
H (3.08044, -3.52699, -0.60579)
H (3.66211, -1.43153, -1.13559)
H (2.05645, -0.62453, -0.98272)
H (4.08700, 0.87417, -0.89575)
H (3.01661, 1.05887, 0.53790)
H (5.29438, 0.95969, 1.28527)
H (5.66515, -0.39281, 0.30289)
H (6.40504, -0.64094, 3.08672)
H (6.43880, -1.81927, 1.79177)
H (5.70798, -2.21992, 3.36503)
H (4.40739, 0.50960, 3.85082)
H (3.11759, -0.72768, 3.76440)
H (3.04695, 0.59004, 2.69654)
H (2.94115, -2.65061, 3.22673)
C (-1.15743, 1.91668, 5.64885)
C (-1.43679, 1.62883, 4.16551)
C (-1.04531, 0.16158, 3.88534)
C (-2.94233, 1.79778, 3.97529)
C (-3.31790, 1.91496, 2.50440)
C (-2.55817, 3.04438, 1.83673)
C (-1.04190, 2.95073, 1.98432)
C (-0.50456, 1.94746, 0.96852)
C (-0.44027, 4.32770, 1.70050)
N (-0.73655, 2.61096, 3.36741)
O (0.66745, 2.45473, 3.53280)
H (-1.30901, 2.98577, 5.83357)
H (-1.86500, 1.39393, 6.29128)
H (-0.12676, 1.69030, 5.92202)
H (-1.66110, -0.51602, 4.47520)
H (-1.26092, -0.07401, 2.84014)
H (0.02044, -0.01160, 4.01676)
H (-3.39000, 0.89518, 4.40038)
H (-3.35103, 2.64667, 4.52775)
H (-3.14493, 0.93040, 2.03880)
H (-4.40087, 1.98052, 2.35399)
H (-2.93287, 4.00820, 2.19154)
H (-2.80986, 2.97949, 0.77332)
H (-0.80013, 0.92677, 1.18433)
H (0.58651, 1.98482, 0.90205)
H (-0.80472, 2.19824, -0.05444)
H (-0.80015, 4.70341, 0.73972)
H (0.64420, 4.25606, 1.70712)
H (-0.82567, 5.04132, 2.43147)
H (0.94457, 3.25324, 3.99313)
C (-0.38033, 1.01169, -4.72844)
C (0.40469, 1.39703, -3.49188)
O (1.61489, 0.66066, -3.38457)
H (-0.57787, -0.06082, -4.79756)
H (0.25683, 1.18589, -5.60458)
H (-1.30018, 1.58690, -4.83649)
H (-0.16758, 1.19559, -2.57759)
H (0.65605, 2.45510, -3.53816)
H (1.37080, -0.27050, -3.27015)
C (1.89565, -3.08160, -4.70144)
C (1.11244, -3.18157, -3.39460)
O (0.63117, -1.93329, -2.94492)
H (1.63173, -2.14507, -5.19813)
H (1.66181, -3.93095, -5.33908)
H (2.97585, -2.98862, -4.56988)
H (1.64173, -3.70047, -2.59285)
H (0.28365, -3.88836, -3.55363)
H (-0.31351, -1.86636, -3.14296)
C (-4.60190, 1.74194, -1.48908)
C (-4.52387, 1.69617, -3.01345)
O (-5.82141, 1.96384, -3.58100)
H (-4.82045, 2.76527, -1.19960)
H (-3.62622, 1.46509, -1.07203)
H (-5.28748, 0.95720, -1.16659)
H (-4.19165, 0.71819, -3.36818)
H (-3.94054, 2.52689, -3.40171)
H (-6.46388, 1.39990, -3.13967)
C (-3.16757, -3.75337, -4.46306)
C (-3.43428, -2.62549, -3.49268)
O (-2.21135, -1.89495, -3.30188)
H (-2.71544, -4.62290, -3.99536)
H (-2.59383, -3.39202, -5.31701)
H (-4.11936, -4.05457, -4.91482)
H (-3.77823, -3.01421, -2.53137)
H (-4.18451, -1.95419, -3.91886)
H (-2.28605, -1.26235, -2.57394)
O (-1.37597, -0.55367, -1.07982)
H (-1.84033, -0.31941, -0.26992)
H (-1.05116, -1.45018, -0.93336)

---

Entry 3:
Molecular formula: C4H4S
Method: DFT, ωB97M-V with the def2-TZVPD basis set

Relative energy (zero: lowest compared OMol25 entry of this formula, charge and spin) (kcal/mol): 94.46
Structure (SMILES): C=CC1=CS1
E_tot (a.u.): -552.84149
LUMO level (eV): -0.451

Element x y z (Å)
C (-0.04343, 0.20122, -1.72071)
C (-0.51378, -0.35941, -0.60256)
C (-0.02313, -0.25587, 0.76756)
C (0.57867, -0.17053, 2.02062)
S (-0.14754, 1.38507, 2.14737)
H (-0.50846, 0.06631, -2.74485)
H (1.00726, 0.78637, -1.79445)
H (-1.53626, -0.84093, -0.69632)
H (1.18667, -0.81223, 2.62333)

---

Entry 4:
Molecular formula: C6H8S2
Method: DFT, ωB97M-V with the def2-TZVPD basis set

Relative energy (zero: lowest compared OMol25 entry of this formula, charge and spin) (kcal/mol): 86.58
Structure (SMILES): S=C(S)C1CC=CC1
E_tot (a.u.): -1029.65310
LUMO level (eV): -0.423

Element x y z (Å)
S (-3.08191, -0.64903, 0.07983)
C (-1.64447, 0.13968, -0.18894)
S (-1.40037, 1.86670, -0.10966)
C (-0.48284, -0.67013, 0.07591)
C (0.43037, -0.20024, 1.25816)
C (1.62125, 0.35078, 0.61771)
C (1.72182, 0.08644, -0.76879)
C (0.34584, -0.68505, -1.05967)
H (-2.72271, 2.38565, -0.65369)
H (-0.82657, -1.75953, 0.25762)
H (0.05660, 0.60887, 1.98865)
H (0.55396, -1.05259, 1.80660)
H (2.19611, 1.07513, 1.46369)
H (2.49367, 0.55068, -1.53986)
H (-0.07539, -0.37858, -2.10988)
H (0.81464, -1.66878, -1.11767)

---

Entry 5:
Molecular formula: C30H47Cl3N3O6SiTb
Method: DFT, ωB97M-V with the def2-TZVPD basis set

Relative energy (zero: lowest compared OMol25 entry of this formula, charge and spin) (kcal/mol): 0.00
<S²>: 12.680
E_tot (a.u.): -4281.80833
LUMO level (spin up / spin down) (eV): 0.050 / 0.051
Multiplicity: 7

Element x y z (Å)
C (-0.68591, 1.79982, 3.74919)
C (-1.51001, 2.74997, 2.91999)
H (0.37611, 2.08478, 3.71080)
H (-0.75117, 0.78036, 3.36273)
H (-1.00048, 1.79739, 4.80702)
C (-1.67837, 4.02479, 3.29137)
C (-1.08976, 4.63103, 4.50695)
H (-2.30009, 4.72452, 2.72697)
H (-0.01038, 4.41922, 4.57810)
H (-1.58989, 4.27376, 5.42429)
H (-1.22539, 5.71778, 4.43400)
Tb (-0.92211, -0.67250, 0.68592)
Cl (-3.47921, -1.20701, 1.26739)
C (-1.54567, -0.78160, -2.44256)
O (-0.73514, -0.31934, -1.59237)
N (-1.37334, -0.64331, -3.75130)
C (-0.12368, -0.13823, -4.31779)
C (-2.53853, -0.72883, -4.61734)
H (-2.46931, -1.31432, -2.14590)
H (0.71909, -0.77517, -4.03913)
H (0.08869, 0.89037, -4.01623)
H (-0.26500, -0.18845, -5.39482)
H (-3.02389, -1.70569, -4.48408)
H (-2.18558, -0.60648, -5.64248)
H (-3.27022, 0.05858, -4.37226)
H (2.38628, -4.32417, -3.25795)
H (2.71974, -5.95634, -1.74736)
C (2.60036, -3.53040, -2.54144)
C (2.59078, -5.36158, -0.83530)
N (2.24540, -3.99323, -1.20885)
H (2.01560, -2.64072, -2.77839)
C (1.94459, -3.08449, -0.25879)
O (1.69393, -1.88821, -0.49516)
H (1.78063, -5.78648, -0.22511)
H (1.92970, -3.50452, 0.77131)
H (3.66871, -3.28593, -2.60982)
H (3.52197, -5.38761, -0.24345)
H (4.28962, -1.68354, 3.43026)
H (2.70897, 1.75362, 3.12751)
C (4.45576, -1.00535, 2.58415)
C (3.48695, 1.30065, 2.50116)
N (3.29604, -0.14221, 2.40080)
H (4.61578, -1.61127, 1.68182)
C (2.13847, -0.68990, 2.04654)
O (1.13985, -0.04344, 1.62314)
H (3.48526, 1.77907, 1.51285)
H (2.11548, -1.78275, 2.16069)
H (5.32741, -0.37881, 2.78354)
H (4.46340, 1.45640, 2.96839)
O (-1.83235, 1.08444, 1.19340)
C (-2.32059, 2.24039, 1.69863)
C (-1.81030, 4.46809, 0.46143)
C (-2.58507, 3.31447, 0.62329)
H (-0.89341, 4.56361, 1.04956)
C (-2.25037, 5.51127, -0.36208)
H (-3.32993, 2.02318, 2.11247)
C (-3.66611, 3.10514, -0.23027)
H (-1.64687, 6.41468, -0.42114)
C (-3.46990, 5.39277, -1.02918)
C (-4.15075, 4.16688, -1.00010)
H (-4.16388, 2.13262, -0.22588)
H (-3.88172, 6.27025, -1.52568)
H (-5.09120, 4.06194, -1.53926)
Si (1.40953, 3.54106, -1.33744)
Cl (1.47471, 3.82169, 0.70415)
C (1.60401, 5.33538, -1.94773)
C (-0.32380, 2.96435, -1.95344)
C (2.10716, 1.76058, -1.28291)
H (0.88028, 5.56249, -2.74565)
H (2.59332, 5.60774, -2.32244)
H (1.35149, 6.00780, -1.09619)
H (1.98056, 1.32612, -0.25859)
H (3.16330, 1.65536, -1.52190)
H (1.54034, 1.04896, -1.90993)
H (-1.07857, 3.72691, -1.77545)
H (-0.66796, 2.09057, -1.39691)
H (-0.39058, 2.67678, -3.01205)
Cl (-0.60316, -9.34893, 0.48781)
C (-0.78592, -7.65218, 0.57508)
C (-0.49908, -6.99236, 1.78390)
C (-0.60087, -5.60298, 1.83338)
C (-1.03153, -4.89889, 0.70920)
C (-1.29488, -5.55331, -0.50122)
C (-1.18373, -6.94217, -0.57313)
C (-1.05272, -3.38849, 0.73327)
O (-0.65913, -2.75625, 1.78424)
O (-1.40233, -2.78179, -0.32520)
H (-0.18848, -7.55587, 2.66295)
H (-0.32975, -5.04106, 2.72725)
H (-1.55578, -4.96779, -1.38451)
H (-1.39541, -7.47368, -1.50069)

---

Entry 6:
Molecular formula: C26H22ClF6N5O6S2Sn
Method: DFT, ωB97M-V with the def2-TZVPD basis set

Relative energy (zero: lowest compared OMol25 entry of this formula, charge and spin) (kcal/mol): 34.93
Net charge: +2
E_tot (a.u.): -3798.73154
LUMO level (eV): -8.095

Element x y z (Å)
Sn (-0.54863, 0.45556, -0.06487)
F (-4.52196, -2.46746, -0.11626)
C (-3.89535, -1.73307, 0.77880)
F (-3.84008, -0.46746, 0.36121)
F (-4.51331, -1.79011, 1.94116)
S (-2.14947, -2.37444, 1.03891)
O (-1.39207, -1.10178, 1.22826)
O (-2.20035, -3.24505, 2.15586)
N (-1.74953, -3.11811, -0.30018)
S (-1.03874, -2.29312, -1.43752)
O (-1.66983, -0.98651, -1.71720)
O (0.40514, -2.17918, -1.29322)
C (-1.31511, -3.37173, -2.91353)
F (-0.44773, -4.36128, -2.89288)
F (-1.09038, -2.58421, -3.96192)
F (-2.54541, -3.82835, -2.93140)
C (-2.65056, 2.39578, 3.38284)
C (-3.26723, 3.50962, 2.83895)
C (-3.26740, 3.68970, 1.46347)
C (-2.64098, 2.75966, 0.65862)
N (-2.00849, 1.70186, 1.19503)
C (-2.02455, 1.51529, 2.52583)
C (-2.68163, 2.80901, -0.83290)
C (-3.39526, 3.75233, -1.54790)
C (-3.44307, 3.64714, -2.92896)
C (-2.78539, 2.60309, -3.55913)
C (-2.08120, 1.71175, -2.77461)
N (-2.02482, 1.82270, -1.44500)
H (-2.64437, 2.20726, 4.44818)
H (-3.75902, 4.23283, 3.47803)
H (-3.76342, 4.54676, 1.03198)
H (-1.52870, 0.63205, 2.91095)
H (-3.92503, 4.55104, -1.04775)
H (-4.00414, 4.37168, -3.50669)
H (-2.82459, 2.47545, -4.63252)
H (-1.56038, 0.87202, -3.21194)
O (-1.09620, -0.97834, 4.30988)
C (-0.03645, -1.51569, 5.12707)
N (0.70649, -0.46127, 5.74085)
C (1.74723, 0.21153, 5.16684)
O (2.32405, 1.13533, 5.69508)
C (2.16883, -0.22978, 3.79575)
C (3.45223, -0.70051, 3.56178)
C (3.83435, -0.98030, 2.25848)
C (2.92897, -0.73872, 1.23993)
N (1.70218, -0.25763, 1.45166)
C (1.34279, -0.03217, 2.71419)
H (-1.57108, -1.72231, 3.91509)
H (0.63476, -2.11796, 4.51594)
H (-0.44591, -2.14425, 5.91372)
H (0.37887, -0.06951, 6.61116)
H (4.13752, -0.84330, 4.38861)
H (4.81732, -1.37487, 2.03499)
H (3.19555, -0.95162, 0.20981)
H (0.33302, 0.32273, 2.88783)
Cl (6.69902, -0.93872, -6.61505)
C (5.48311, -0.73156, -5.47940)
C (5.60779, 0.32277, -4.54515)
C (4.61135, 0.50827, -3.64562)
C (3.46197, -0.36222, -3.64126)
C (2.45711, -0.17548, -2.76309)
C (3.39295, -1.44116, -4.59569)
C (4.38602, -1.62153, -5.50026)
H (6.48436, 0.95630, -4.56923)
H (4.66855, 1.31311, -2.92172)
H (1.59537, -0.83732, -2.74668)
H (2.49301, 0.62357, -2.03068)
H (2.53811, -2.10795, -4.57716)
H (4.35978, -2.42015, -6.22934)

---

Q: What is the relative energy (zero: lowest compared OMol25 entry of this formula, charge and spin) in the third record?
A: 94.46 kcal/mol

---

Q: relative energy (zero: lowest compared OMol25 entry of this formula, charge and spin) of number 6 (C26H22ClF6N5O6S2Sn)?
A: 34.93 kcal/mol